Record 1
Entry from the Open Molecules 2025 dataset: a gas-phase ion, C6H8NO2S (charge +1) in a non-equilibrium geometry (wB97M-V/def2-TZVPD).

Last column: natural (NBO) charge in e.
CARTESIAN COORDINATES (ANGSTROEM)
C (-1.54, -1.80, -0.47)  -0.0298
C (-2.70, -1.75, 0.16)  -0.3929
C (-1.78, 0.45, -0.35)  0.1101
C (1.81, 0.84, 0.61)  -0.6637
C (1.17, -0.68, 0.35)  0.7963
C (-1.24, 1.76, 0.01)  -0.7004
N (-0.92, -0.57, -0.65)  -0.0284
O (1.07, -1.61, 1.01)  -0.4533
O (0.44, -0.52, -0.88)  -0.3590
S (-3.33, -0.13, 0.10)  0.6162
H (-0.99, -2.71, -0.81)  0.2821
H (-3.47, -2.50, 0.44)  0.2951
H (2.89, 0.90, 1.11)  0.2811
H (1.77, 1.14, -0.39)  0.2352
H (1.02, 1.11, 1.21)  0.2110
H (-1.71, 2.23, 0.84)  0.2698
H (-0.27, 1.57, 0.39)  0.2440
H (-1.22, 2.58, -0.79)  0.2867

Calculated values
* total charge: +1
* HOMO energy: -14.472 eV
* maximum force: 5.70 eV/Å



Record 2
Entry from the Open Molecules 2025 dataset: a molecular structure, C6H8NO9 in a non-equilibrium geometry (wB97M-V/def2-TZVPD).

Last column: natural (NBO) charge in e.
CARTESIAN COORDINATES (ANGSTROEM)
N (2.58, 0.56, 0.16)  0.6960
O (3.45, 0.82, -0.66)  -0.5100
O (2.23, 1.57, 0.93)  -0.6082
O (2.20, -0.58, 0.41)  -0.5545
C (-0.51, -1.82, 1.49)  -0.1150
C (-0.12, -0.77, 2.51)  -0.1166
O (-1.06, -0.98, 3.48)  -0.4682
C (-1.66, -2.12, 3.41)  0.9792
O (-2.51, -2.56, 4.19)  -0.6061
O (-1.39, -2.69, 2.17)  -0.5023
H (0.69, -2.18, 1.01)  0.2140
H (-0.77, -1.25, 0.63)  0.1882
H (-0.08, 0.08, 1.94)  0.2181
H (0.92, -0.93, 2.80)  0.1946
C (-0.23, 0.73, -1.69)  -0.1312
C (0.46, 1.62, -2.62)  -0.0919
O (-0.47, 1.69, -3.58)  -0.4570
C (-1.61, 1.39, -3.16)  0.9524
O (-2.63, 1.65, -3.83)  -0.6399
O (-1.66, 0.78, -1.96)  -0.4555
H (-0.06, 1.09, -0.60)  0.2242
H (0.22, -0.11, -1.88)  0.1877
H (1.51, 1.36, -2.95)  0.2315
H (0.50, 2.68, -2.21)  0.1703

Calculated values
* total charge: -1
* HOMO energy: -5.560 eV
* maximum force: 8.36 eV/Å



Q: Which of these has the highest total charge?
A: C6H8NO2S



Q: Among the records above, which one has the highest maximum force?
A: C6H8NO9



Q: Look up the maximum force of the second one.
A: 8.36 eV/Å